No. 1
ORCA calculation (ωB97M-V with the def2-TZVPD basis set) on a structure of composition C56H44CaN3O5S4.

Last column: Löwdin charge in e.
Element x y z (Å)
Ca 2.1649 -1.2513 0.4733  1.23
C 2.1216 -2.9247 4.7367  -0.04
C 2.2638 -1.9953 3.5573  -0.25
N 1.3926 -1.9733 2.5936  -0.06
N 0.2438 -2.7501 2.8310  -0.08
C -0.7037 -2.5666 1.9784  -1.09
S -0.7734 -1.5595 0.5603  0.53
S -2.1759 -3.5449 2.3791  0.83
C -3.2616 -2.1912 2.8805  -0.46
C -3.3294 -1.8943 4.3625  -0.27
C -4.4878 -1.3256 4.8857  -0.06
C -4.5861 -1.0112 6.2351  -0.11
C -3.5163 -1.2625 7.0834  -0.11
C -2.3542 -1.8219 6.5667  -0.08
C -2.2595 -2.1376 5.2180  -0.05
C 3.3763 -1.0166 3.5820  -0.11
C 4.3913 -1.1723 4.5400  -0.06
C 5.3833 -0.2367 4.7349  -0.12
C 5.3700 0.9250 3.9515  -0.11
C 4.4053 1.1150 2.9949  -0.02
C 3.3996 0.1455 2.7418  -0.39
O 2.5319 0.3509 1.8115  -0.31
H 1.1778 -3.4526 4.6948  0.05
H 2.2014 -2.3723 5.6733  0.08
H 2.9326 -3.6576 4.7108  0.09
H -4.2584 -2.4192 2.5006  0.07
H -2.9078 -1.3116 2.3345  0.05
H -5.3268 -1.1293 4.2257  0.10
H -5.4980 -0.5729 6.6224  0.09
H -3.5886 -1.0269 8.1379  0.09
H -1.5109 -2.0158 7.2184  0.10
H -1.3522 -2.5719 4.8126  0.08
H 4.4040 -2.0699 5.1450  0.09
H 6.1579 -0.4010 5.4723  0.08
H 6.1343 1.6815 4.0964  0.09
H 4.4002 1.9958 2.3641  0.11
O 5.4843 -3.7134 1.0471  0.02
C 4.4083 -3.2141 0.7433  -0.62
O 4.1294 -1.9844 0.5563  -0.19
C 3.2231 -4.1924 0.5505  -0.17
C 3.4045 -5.5392 0.8360  -0.01
C 2.3315 -6.4024 0.7111  -0.07
C 1.1149 -5.9010 0.2757  -0.06
C 1.0254 -4.5526 -0.0143  -0.14
N 2.0497 -3.7060 0.1195  0.05
H 4.3843 -5.8584 1.1611  0.11
H 2.4389 -7.4537 0.9520  0.10
H 0.2419 -6.5324 0.1751  0.10
H 0.0973 -4.1146 -0.3660  0.08
C 1.0427 7.7990 1.0087  -0.06
C 0.9884 6.3019 0.8521  -0.28
C 0.4875 5.4949 1.8687  -0.04
C 0.4076 4.1168 1.7146  -0.06
C 0.8233 3.5478 0.5241  -0.35
C 1.3568 4.3237 -0.4933  -0.05
C 1.4300 5.6966 -0.3237  -0.03
S 0.6910 1.7750 0.2820  1.03
O 1.6793 1.4275 -0.7974  -0.51
C -0.9635 1.8206 -0.4761  -0.30
C -2.0077 1.8080 0.4815  -0.09
C -3.3008 1.7030 0.0917  -0.02
C -3.6235 1.5527 -1.2823  -0.15
C -4.9602 1.3425 -1.7056  -0.04
C -5.2575 1.1560 -3.0233  -0.09
C -4.2237 1.1812 -3.9867  -0.08
C -2.9299 1.3932 -3.6078  -0.02
C -2.5886 1.5785 -2.2409  -0.11
C -1.2228 1.7359 -1.8192  -0.13
C -0.1747 1.7934 -2.9043  -0.15
C -0.0316 2.9985 -3.6602  -0.11
C -0.7970 4.1624 -3.3720  -0.02
C -0.6091 5.3147 -4.0758  -0.08
C 0.3489 5.3705 -5.1167  -0.09
C 1.0960 4.2706 -5.4149  -0.04
C 0.9339 3.0602 -4.6905  -0.15
C 1.7491 1.9291 -4.9561  -0.01
C 1.6182 0.7952 -4.2172  -0.03
C 0.6366 0.7368 -3.2091  -0.29
S 0.5737 -0.6727 -2.1176  0.93
O 1.9875 -1.2105 -1.9873  -0.55
C -0.2577 -1.8195 -3.2013  -0.35
C 0.4750 -2.6166 -4.0641  -0.05
C -0.1937 -3.5322 -4.8658  -0.04
C -1.5775 -3.6692 -4.8005  -0.28
C -2.3011 -4.6692 -5.6634  -0.06
C -2.2845 -2.8760 -3.8992  -0.03
C -1.6336 -1.9584 -3.0912  -0.07
H 1.0320 8.0872 2.0599  0.07
H 0.1830 8.2719 0.5276  0.08
H 1.9419 8.2118 0.5500  0.08
H 0.1685 5.9474 2.8007  0.11
H 0.0407 3.4926 2.5211  0.11
H 1.7185 3.8431 -1.3947  0.11
H 1.8401 6.3101 -1.1189  0.11
H -1.7541 1.8555 1.5346  0.11
H -4.0978 1.6834 0.8258  0.12
H -5.7418 1.3210 -0.9550  0.11
H -6.2808 0.9857 -3.3330  0.10
H -4.4578 1.0234 -5.0319  0.10
H -2.1457 1.3983 -4.3537  0.12
H -1.5238 4.1270 -2.5704  0.12
H -1.1913 6.1949 -3.8336  0.10
H 0.4897 6.2902 -5.6705  0.10
H 1.8365 4.3053 -6.2056  0.11
H 2.4916 1.9911 -5.7432  0.11
H 2.2652 -0.0591 -4.3721  0.12
H 1.5550 -2.5386 -4.0766  0.11
H 0.3719 -4.1623 -5.5430  0.11
H -1.6092 -5.1994 -6.3173  0.07
H -3.0495 -4.1789 -6.2891  0.08
H -2.8221 -5.4090 -5.0527  0.08
H -3.3592 -2.9924 -3.8113  0.12
H -2.1839 -1.3748 -2.3616  0.10

Forces on the atoms, in the same order (eV/Å):
Ca -1.3689 0.3731 -1.2797
C 0.1045 0.0007 0.0472
C -0.1115 0.4733 0.0482
N -0.1753 -0.4602 0.6651
N 0.1722 0.1732 -0.2783
C 0.0869 0.0604 0.0000
S -0.0009 -0.0900 0.3702
S 0.1287 -0.0745 -0.0303
C -0.0560 0.1227 -0.0671
C -0.0171 -0.0230 -0.0367
C -0.0256 0.0046 0.0468
C 0.0503 -0.0119 -0.0315
C 0.0044 -0.0192 -0.0549
C -0.0123 0.0082 -0.0109
C 0.0325 0.0308 -0.0116
C -0.1201 -0.2987 -0.0413
C 0.0112 -0.0253 -0.0061
C -0.0343 0.0385 -0.0826
C 0.0182 -0.0112 0.0383
C 0.0961 -0.0788 0.0604
C -0.3343 0.0048 0.1808
O 0.5195 0.9182 0.6946
H -0.0171 -0.0174 -0.0110
H 0.0102 -0.0144 -0.0062
H 0.0042 0.0246 0.0231
H -0.0267 0.0214 0.0438
H -0.0465 -0.0116 -0.0466
H 0.0022 -0.0164 0.0102
H -0.0019 -0.0095 0.0005
H 0.0073 0.0095 -0.0024
H -0.0041 0.0023 -0.0017
H -0.0224 -0.0059 0.0290
H 0.0107 0.0283 0.0105
H 0.0000 0.0006 0.0005
H 0.0083 -0.0124 -0.0064
H -0.0178 0.0109 0.0139
O 0.1056 -0.0720 0.0481
C -0.1462 0.2085 -0.2070
O 1.2611 -1.0372 0.0990
C -0.0285 0.0430 -0.0821
C 0.0021 -0.0315 0.0501
C 0.0418 -0.0404 0.0020
C -0.0205 -0.0458 -0.0038
C 0.0597 0.1983 -0.1462
N 0.2853 -0.4642 0.2657
H -0.0105 0.0028 0.0187
H 0.0034 0.0066 -0.0043
H 0.0149 -0.0015 -0.0195
H -0.0267 0.0199 0.0615
C 0.0066 -0.0184 0.0100
C -0.0192 -0.0002 0.0000
C 0.0003 -0.0054 0.0011
C -0.0013 0.0315 0.0226
C 0.0593 0.0048 -0.1960
C -0.0110 0.0976 0.0355
C 0.0166 -0.0191 -0.0366
S 0.0581 0.0502 -0.3190
O -0.3908 0.1022 0.6926
C 0.1349 0.0183 -0.0304
C 0.1664 0.0251 -0.0135
C -0.1431 -0.0278 -0.0870
C -0.0953 0.0062 0.1091
C 0.0506 0.0347 0.0547
C 0.0650 0.0156 -0.0931
C -0.1062 -0.0033 0.0485
C 0.0601 0.0133 0.0498
C 0.1305 -0.0628 -0.1050
C 0.0449 -0.1051 -0.2030
C -0.1154 0.2162 0.1298
C -0.0777 0.0775 0.1319
C 0.0361 -0.1256 0.0002
C 0.0789 0.0477 -0.1046
C -0.1112 0.0354 0.0831
C 0.0148 -0.1070 0.0356
C 0.1027 0.0241 -0.0762
C -0.0268 0.0550 -0.0438
C -0.0977 -0.0324 -0.0376
C 0.0936 0.0156 -0.0011
S 0.4248 -0.4842 -0.1772
O -0.7885 0.3537 -0.2393
C 0.0444 -0.0828 -0.0230
C -0.0758 -0.0533 -0.0533
C 0.0278 0.0182 0.0150
C 0.0088 0.0180 0.0032
C 0.0105 0.0022 0.0062
C -0.0301 0.0106 -0.0021
C -0.0376 0.0310 -0.0208
H 0.0052 -0.0076 -0.0076
H 0.0019 -0.0146 -0.0018
H -0.0032 -0.0098 0.0065
H 0.0018 -0.0064 -0.0053
H 0.0128 -0.0025 -0.0155
H -0.0157 -0.0051 0.0117
H 0.0017 -0.0049 0.0160
H 0.0239 -0.0485 -0.0265
H 0.0052 -0.0121 -0.0103
H 0.0099 -0.0054 0.0000
H 0.0050 -0.0029 -0.0059
H -0.0086 0.0057 0.0035
H -0.0063 -0.0081 0.0091
H 0.0099 0.0029 -0.0045
H -0.0002 0.0010 -0.0095
H -0.0113 0.0015 0.0047
H 0.0049 -0.0062 0.0119
H 0.0076 0.0188 0.0204
H -0.0045 0.0039 0.0415
H -0.0083 0.0016 0.0146
H -0.0031 0.0038 0.0072
H -0.0016 0.0043 0.0062
H 0.0079 0.0052 0.0058
H 0.0087 0.0074 0.0056
H 0.0107 0.0005 -0.0057
H 0.0216 -0.0114 0.0020

## Properties
E_LUMO, eV: 2.00
HOMO, hartree: -0.15826
HOMO-LUMO gap, eV: 6.3
Total charge: -1
Energy above the lowest of the compared OMol25 structures with the same formula, charge and spin, eV: 0.444


No. 2
ORCA calculation (ωB97M-V with the def2-TZVPD basis set) on a structure of composition C56H44N10OsP.

Last column: natural (NBO) charge in e.
Element x y z (Å)
Os 0.3640 0.2418 0.1871  0.89
C -1.4600 4.3731 -4.5778  -0.17
C -1.9421 5.1348 -3.5199  -0.16
C -1.8415 4.7038 -2.1997  -0.13
C -1.2552 3.4703 -1.9785  -0.11
C -1.0207 2.6933 -0.7764  0.50
N -0.4169 1.5117 -1.1133  -0.61
C -0.3104 1.4481 -2.4881  0.47
N 0.0372 0.3909 -3.1747  -0.46
C 0.4992 -0.7310 -2.6653  0.39
C 0.8291 -1.9363 -3.3761  -0.07
C 0.6061 -2.3549 -4.6834  -0.16
C 0.9733 -3.6474 -5.0244  -0.18
C 1.5654 -4.5005 -4.0898  -0.18
C 1.8442 -4.0889 -2.7982  -0.18
C 1.4813 -2.7906 -2.4369  -0.07
C 1.5311 -2.0545 -1.2171  0.43
N 2.3947 -2.2845 -0.1306  -0.48
C 1.9817 -2.0157 1.1629  0.47
N 0.9695 -1.1779 1.4550  -0.55
C 0.8227 -1.1179 2.8366  0.42
N 0.0449 -0.2760 3.4786  -0.44
C -0.5829 0.7601 2.9818  0.44
N -0.4895 1.2001 1.6684  -0.61
C -1.2301 2.3458 1.5307  0.48
N -1.4038 3.0425 0.4249  -0.50
C -1.8023 2.6999 2.8063  -0.13
C -2.5727 3.7830 3.2050  -0.13
C -2.9753 3.8241 4.5335  -0.17
C -2.6174 2.8205 5.4280  -0.17
C -1.8243 1.7433 5.0422  -0.15
C -1.4151 1.6898 3.7197  -0.04
C 1.7588 -2.0411 3.4279  -0.10
C 1.9987 -2.4465 4.7335  -0.14
C 3.0139 -3.3668 4.9513  -0.16
C 3.7876 -3.8632 3.9014  -0.17
C 3.5587 -3.4776 2.5944  -0.17
C 2.5271 -2.5744 2.3560  -0.07
N 0.8724 -0.8944 -1.3411  -0.54
C -0.7890 2.6861 -3.0568  -0.05
C -0.8698 3.1328 -4.3652  -0.15
H -1.5495 4.7514 -5.5836  0.24
H -2.4170 6.0796 -3.7265  0.24
H -2.2137 5.3012 -1.3832  0.24
H 0.1370 -1.6942 -5.3948  0.24
H 0.7970 -4.0038 -6.0288  0.25
H 1.7955 -5.5116 -4.3871  0.24
H 2.3031 -4.7615 -2.0887  0.24
H -2.8369 4.5670 2.5122  0.24
H -3.5776 4.6487 4.8798  0.24
H -2.9641 2.8789 6.4472  0.24
H -1.5396 0.9722 5.7408  0.24
H 1.4104 -2.0615 5.5508  0.24
H 3.2104 -3.7160 5.9535  0.25
H 4.5709 -4.5732 4.1110  0.24
H 4.1506 -3.8730 1.7856  0.23
H -0.4899 2.5362 -5.1795  0.24
C 5.5299 0.2522 3.7829  -0.18
C 4.1918 0.5233 4.0251  -0.13
C 3.3061 0.7131 2.9753  -0.25
C 3.7597 0.5866 1.6679  -0.32
C 5.1177 0.3531 1.4248  -0.24
C 5.9957 0.1889 2.4780  -0.18
P 2.7322 0.7991 0.1767  1.33
C 2.8108 2.5727 -0.1961  -0.44
C 1.8505 3.3091 0.5036  -0.20
C 1.7430 4.6721 0.3219  -0.20
C 2.6102 5.3189 -0.5465  -0.16
C 3.6174 4.6035 -1.1739  -0.20
C 3.7315 3.2320 -1.0032  -0.13
C 3.5749 -0.2993 -0.9776  -0.36
C 3.7430 -1.7370 -0.5152  -0.16
C 4.3845 -2.6091 -1.5381  -0.08
C 4.8167 -2.1433 -2.7338  -0.24
C 4.5906 -0.8049 -3.1131  -0.14
C 3.9222 0.0682 -2.2596  -0.21
H 6.2184 0.1152 4.6035  0.24
H 3.8380 0.5916 5.0416  0.23
H 2.2770 0.9648 3.1829  0.22
H 5.4850 0.3181 0.4076  0.23
H 7.0418 0.0125 2.2750  0.24
H 1.2077 2.8010 1.2119  0.21
H 0.9886 5.2277 0.8564  0.24
H 2.5169 6.3810 -0.7144  0.24
H 4.3247 5.1196 -1.8025  0.24
H 4.5415 2.6998 -1.4779  0.22
H 4.3356 -1.7751 0.4099  0.27
H 4.4839 -3.6477 -1.2702  0.22
H 5.3134 -2.8040 -3.4272  0.25
H 4.9359 -0.4579 -4.0729  0.24
H 3.7045 1.0737 -2.5933  0.24
C -4.0665 -2.1873 -2.3580  -0.26
C -2.9826 -1.2724 -1.7368  -0.26
N -2.6915 -1.6922 -0.3765  -0.42
C -2.0902 -3.0153 -0.3881  -0.25
C -2.9795 -4.0077 -1.1732  -0.26
N -4.2738 -3.3283 -1.4284  -0.33
C -4.8576 -2.8374 -0.1527  -0.26
C -3.9290 -1.7248 0.3900  -0.25
H -3.7584 -2.5714 -3.3319  0.24
H -5.0107 -1.6535 -2.4842  0.24
H -3.3197 -0.2341 -1.7168  0.23
H -2.0581 -1.3079 -2.3173  0.22
H -1.9688 -3.3435 0.6444  0.23
H -1.0993 -2.9546 -0.8426  0.23
H -3.1467 -4.9216 -0.6020  0.25
H -2.5352 -4.2821 -2.1323  0.24
H -4.9257 -3.9921 -1.8543  0.46
H -4.9337 -3.6717 0.5469  0.24
H -5.8634 -2.4589 -0.3401  0.25
H -3.6896 -1.8988 1.4408  0.24
H -4.4020 -0.7439 0.3119  0.23

Forces on the atoms, in the same order (eV/Å):
Os 2.1372 0.7623 0.1149
C 0.0511 -0.0352 -0.0086
C -0.0327 0.0013 0.0549
C 0.1470 -0.2964 0.1171
C 0.0900 0.0259 -0.9449
C 0.0082 -0.5765 0.4478
N -0.4889 0.6259 0.1744
C 0.1352 -0.6831 -0.4879
N -0.3092 0.7301 -0.6071
C 0.1921 -0.2682 0.5899
C 0.3764 -0.6646 0.2338
C -0.0550 0.1467 0.2322
C 0.0379 0.0749 0.0166
C -0.0284 -0.0700 -0.0708
C -0.1008 0.2581 0.1480
C -0.4728 -0.0683 -0.7740
C -0.1092 0.1515 0.0999
N -0.3602 -0.1161 -0.2559
C -0.2643 -0.1923 0.2463
N 0.3048 -0.5498 0.2635
C 0.1085 -0.3652 -0.2993
N -0.6770 0.5827 0.5996
C 0.5095 -0.5591 0.3835
N -0.9542 0.9848 0.3413
C 0.4597 -0.5967 -0.3345
N -0.2583 0.5980 0.0511
C -0.1633 -0.1937 1.0144
C 0.2754 -0.3219 -0.2360
C 0.0105 -0.0763 0.0923
C 0.0079 -0.0276 -0.0116
C 0.0980 -0.0995 -0.2712
C -0.5215 0.7323 -0.0725
C 0.3312 -0.3304 -0.4213
C -0.0010 0.0608 -0.0653
C -0.1061 0.0923 0.0275
C 0.0481 -0.0249 -0.0675
C -0.2137 0.0989 -0.0837
C -0.1684 0.0517 0.6222
N 0.0785 -1.0436 -1.0929
C -0.2450 0.6713 0.1933
C -0.0200 -0.1320 0.2261
H -0.0112 0.0553 -0.1041
H -0.0188 0.1578 -0.0435
H -0.0507 0.0696 0.0921
H -0.0361 0.0686 -0.1339
H -0.0114 -0.0286 -0.0388
H 0.1119 -0.0901 -0.0229
H 0.0464 -0.0428 0.0435
H -0.0475 0.0317 -0.0795
H -0.0671 0.0826 0.0481
H -0.0110 0.0299 0.1270
H 0.0179 -0.0471 0.1054
H -0.0797 0.0440 0.1019
H 0.0167 0.0134 0.0888
H 0.1047 -0.0787 0.0610
H 0.1119 -0.1220 -0.1113
H -0.0032 -0.0526 -0.1057
C -0.0556 0.0236 -0.0519
C 0.0208 0.0475 0.0859
C 0.0385 -0.0003 -0.1381
C -0.1703 -0.0584 -0.2177
C -0.1263 0.0609 0.0276
C 0.0790 0.0069 -0.0218
P -0.5386 0.1627 0.1291
C -0.2097 -0.2509 0.0455
C 0.0816 -0.1439 -0.0547
C 0.0259 0.1228 -0.0166
C 0.0061 -0.0622 0.0505
C 0.0542 0.0205 -0.0749
C -0.0510 -0.1157 0.0141
C 0.0964 0.2766 -0.5663
C 0.4773 0.1755 0.0815
C 0.1588 0.1343 -0.1350
C -0.0239 -0.1261 0.2198
C 0.1570 -0.1906 -0.3493
C -0.2794 0.3028 0.9301
H -0.0037 -0.0184 0.0807
H -0.0635 0.0583 0.1185
H -0.0849 0.0147 0.0261
H 0.0976 -0.0487 -0.0084
H 0.0663 -0.0018 0.0253
H -0.0009 0.1420 -0.0604
H -0.0856 0.0749 0.0694
H 0.0312 0.0872 0.0139
H 0.0993 0.0473 -0.0973
H 0.0489 -0.0262 -0.0763
H -0.0739 -0.0140 -0.0603
H 0.1410 -0.1842 0.0570
H 0.0440 -0.1120 -0.0330
H -0.0235 0.0526 -0.1338
H 0.0389 0.0352 -0.0760
C 0.1268 0.7054 -0.6058
C 0.0925 0.1379 -0.1178
N 0.3159 0.2681 0.1315
C 0.1708 -0.0780 0.0503
C 0.7819 -0.4129 0.1580
N -0.4594 -0.3485 -0.2463
C -0.3999 0.3205 0.8209
C 0.0195 0.1307 0.1595
H -0.0900 -0.1069 0.1256
H -0.0077 -0.2318 0.0879
H -0.0378 -0.0817 -0.0853
H -0.0819 -0.0510 -0.0252
H 0.0347 -0.0251 -0.0178
H -0.0511 -0.0670 -0.0097
H -0.2070 0.0678 -0.1068
H -0.1714 0.0648 0.0155
H 0.0919 0.0783 0.0419
H 0.0343 -0.0540 -0.2131
H 0.0733 -0.1331 -0.1345
H -0.1100 -0.0259 -0.0806
H -0.0274 -0.0998 0.0349

## Properties
E_LUMO (alpha / beta), eV: -8.32 / -9.52
HOMO (alpha / beta), hartree: -0.50274 / -0.54620
HOMO-LUMO gap (alpha / beta), eV: 5.4 / 5.3
Total charge: +3
Spin multiplicity: 5


Number 1: E_tot -135280.09063 eV. Number 2: E_tot -85421.24704 eV.